Molecular formula: C54H144O18
Method: DFT, ωB97M-V/def2-TZVPD

Calculated values
* net charge: 0
* E_HOMO: -8.959 eV
* ΔE to the lowest compared entry with this formula, charge and spin: 66.19 kcal/mol
* total energy: -95185.03517 eV
* spin multiplicity: 1

Structure (XYZ):
```
216
Properties=species:S:1:pos:R:3:forces:R:3
C 5.064 2.552 -2.597 1.963 1.242 -0.798
C 4.360 2.343 -3.913 -1.561 1.328 1.413
C 5.180 2.361 -5.168 2.544 0.753 1.159
O 3.639 1.087 -3.804 0.500 1.016 0.222
H 5.894 1.860 -2.541 0.481 -0.076 0.340
H 4.465 2.451 -1.730 -1.039 -0.386 0.586
H 5.435 3.631 -2.544 -0.124 -1.410 -0.221
H 3.700 3.271 -3.843 -0.213 -1.324 -0.987
H 5.717 3.313 -5.420 -0.449 -0.508 0.813
H 4.560 2.244 -5.985 -1.364 -0.770 -1.874
H 5.967 1.579 -5.122 -0.568 0.230 -0.189
H 3.175 0.952 -4.628 -0.249 -0.207 -0.432
C 4.400 -3.055 4.215 -0.762 -1.554 0.504
C 4.236 -2.160 3.008 0.151 0.941 0.206
C 5.462 -2.153 2.100 -0.936 -1.148 -0.867
O 2.986 -2.316 2.341 0.223 -2.696 -0.274
H 3.657 -2.734 4.997 0.805 -0.472 -0.618
H 5.436 -2.874 4.604 -0.935 -0.676 -0.146
H 4.144 -4.189 3.970 0.946 2.236 0.468
H 4.180 -1.153 3.419 -0.078 0.381 0.018
H 5.698 -3.200 1.810 -0.075 0.496 -0.104
H 6.314 -1.794 2.655 0.302 0.390 0.021
H 5.251 -1.562 1.183 0.333 -0.261 0.644
H 2.781 -3.325 2.232 0.195 1.966 0.357
C 1.083 3.431 7.664 -0.683 0.244 -2.189
C 1.947 4.664 7.354 0.492 0.387 1.271
C 3.208 4.374 6.537 -0.891 -0.797 -0.735
O 1.223 5.692 6.645 -0.162 0.128 0.729
H 1.690 2.578 7.958 -0.104 0.091 0.565
H 0.597 3.118 6.709 0.464 0.146 0.372
H 0.196 3.644 8.269 0.572 -0.016 0.533
H 2.286 5.069 8.348 -0.251 -0.140 -0.773
H 3.841 5.232 6.501 0.437 0.673 0.108
H 2.929 4.160 5.487 -0.029 0.013 0.398
H 3.788 3.521 6.890 -0.124 0.021 0.232
H 0.922 6.380 7.272 0.254 -0.738 -0.507
C 5.985 -1.518 -1.617 0.108 0.927 -2.264
C 5.638 -2.935 -2.124 -0.219 -0.392 1.278
C 4.454 -2.924 -3.088 1.028 1.713 -0.743
O 6.785 -3.704 -2.615 -1.057 0.755 0.479
H 6.388 -0.899 -2.498 0.018 -0.931 1.226
H 6.632 -1.466 -0.751 0.354 -0.208 -0.102
H 5.094 -0.920 -1.398 -0.244 -0.475 0.259
H 5.281 -3.510 -1.230 0.518 0.233 -0.569
H 4.185 -3.922 -3.342 -0.719 -0.766 0.111
H 4.774 -2.468 -4.051 -0.065 -0.053 0.391
H 3.651 -2.245 -2.724 0.317 -0.914 -0.104
H 6.964 -3.451 -3.527 -0.082 0.175 0.013
C -2.474 -4.294 2.452 0.582 0.953 -1.056
C -2.593 -2.734 2.293 0.207 -1.684 1.521
C -1.239 -2.086 2.053 -1.186 0.937 -0.154
O -3.645 -2.400 1.428 0.536 0.191 -2.069
H -3.438 -4.764 2.534 -0.515 -0.002 0.548
H -1.819 -4.510 3.313 -0.262 -0.192 -0.472
H -2.077 -4.717 1.497 0.226 0.276 0.740
H -2.941 -2.317 3.250 0.189 -0.350 0.040
H -0.828 -2.081 1.058 -0.033 -0.718 -0.571
H -0.523 -2.482 2.743 0.468 -0.094 0.396
H -1.415 -1.033 2.242 0.467 0.298 0.288
H -3.278 -2.448 0.506 -0.560 0.284 0.937
C -5.345 4.858 -6.863 -0.469 -0.427 -0.115
C -5.284 3.727 -5.867 -0.153 0.102 1.055
C -3.958 3.011 -5.768 1.297 -0.712 -1.609
O -5.614 4.231 -4.583 0.626 0.858 2.214
H -4.511 5.510 -6.717 0.525 0.673 0.181
H -6.293 5.425 -6.821 0.463 -0.382 0.061
H -5.222 4.405 -7.830 -0.097 0.026 -0.789
H -6.059 2.972 -6.096 0.203 0.379 0.087
H -3.234 3.318 -4.965 -0.820 0.242 -0.792
H -3.486 3.108 -6.789 0.084 -0.091 1.077
H -4.119 1.938 -5.637 -0.046 0.222 0.164
H -4.804 4.579 -4.078 -1.670 -0.870 -1.461
C -1.067 -3.653 -2.641 -0.322 0.184 0.231
C -2.500 -4.063 -2.364 0.372 -0.323 -0.098
C -2.752 -5.543 -2.315 0.423 0.041 -2.170
O -2.836 -3.459 -1.103 0.914 0.834 -0.900
H -0.595 -4.183 -3.452 -0.137 -0.059 -0.620
H -0.443 -3.833 -1.786 0.149 -0.138 0.599
H -1.059 -2.580 -2.798 0.246 0.232 -0.295
H -3.132 -3.732 -3.194 -0.158 0.653 0.323
H -3.771 -5.723 -2.063 -0.793 -0.384 0.429
H -2.064 -6.076 -1.733 0.808 -0.698 1.415
H -2.595 -5.968 -3.335 -0.274 0.376 0.485
H -3.509 -3.966 -0.697 -1.207 -0.894 0.555
C 0.529 0.450 -1.906 0.114 0.956 -1.165
C 0.526 -0.302 -0.641 1.231 -1.390 0.948
C 1.717 -1.308 -0.618 1.212 0.613 -0.936
O 0.654 0.693 0.388 -0.436 -0.184 -1.030
H -0.237 1.213 -1.935 -0.274 0.238 0.227
H 0.354 -0.136 -2.785 -0.071 -0.794 -0.448
H 1.492 0.954 -2.076 -0.137 -0.190 0.218
H -0.347 -0.976 -0.512 -0.162 0.949 0.022
H 2.656 -0.828 -1.000 -0.671 0.019 0.475
H 1.581 -2.110 -1.341 -0.536 -0.126 -0.293
H 2.004 -1.826 0.294 -0.486 0.415 0.484
H 0.923 0.228 1.174 0.204 -0.301 1.339
C -3.931 -1.063 -3.149 -1.372 -1.365 0.791
C -4.045 -0.485 -4.540 0.983 2.072 1.288
C -3.791 -1.378 -5.684 -1.943 -0.973 0.311
O -5.255 0.180 -4.754 -0.737 -0.244 -0.750
H -4.087 -0.304 -2.393 0.432 0.643 0.007
H -2.923 -1.494 -3.013 -0.677 -0.045 0.157
H -4.803 -1.768 -2.835 1.630 0.447 -1.021
H -3.180 0.263 -4.555 -0.772 -0.362 -0.077
H -4.610 -2.134 -5.753 0.794 0.248 -0.019
H -2.837 -1.785 -5.541 1.313 -1.132 -0.018
H -3.787 -0.806 -6.574 -0.042 0.570 -1.052
H -5.616 0.638 -3.984 0.415 0.289 0.383
C -6.880 0.349 -1.165 1.079 -0.274 1.759
C -7.332 1.331 -2.115 -0.920 1.330 -1.829
C -8.149 2.401 -1.452 -0.961 0.561 -0.373
O -6.183 1.949 -2.725 0.035 -0.762 0.228
H -6.244 -0.377 -1.624 0.181 -0.763 -0.037
H -7.692 -0.044 -0.591 -0.641 -0.827 -0.104
H -6.322 0.870 -0.390 0.549 0.074 0.028
H -7.937 0.857 -2.913 0.172 0.084 0.191
H -8.997 1.950 -0.867 0.826 0.663 -0.398
H -8.558 3.063 -2.249 -0.023 -0.297 0.606
H -7.466 3.022 -0.859 -0.384 -0.228 0.291
H -6.463 2.726 -3.212 0.104 0.409 -0.377
C 0.078 -8.405 5.375 0.117 1.251 2.351
C 0.185 -6.946 4.918 1.050 1.522 -1.188
C 0.908 -5.954 5.860 1.217 -1.645 0.228
O 0.985 -6.975 3.672 -0.073 -0.420 0.375
H -0.535 -8.667 6.316 1.096 0.812 -1.335
H 1.130 -8.696 5.497 -0.195 -0.245 0.522
H -0.281 -8.994 4.601 -0.924 -1.008 -1.581
H -0.665 -6.411 4.512 -0.951 -0.620 0.424
H 0.417 -5.963 6.823 -0.156 0.187 0.358
H 1.045 -4.907 5.519 -0.296 -0.851 -0.184
H 1.924 -6.441 6.013 -0.898 0.906 0.031
H 1.664 -7.654 3.794 0.009 0.242 -0.137
C 4.091 1.890 1.517 1.112 -2.057 1.097
C 3.126 3.002 1.514 -0.708 1.195 3.113
C 3.787 4.340 1.692 -0.685 1.645 0.359
O 2.437 3.061 0.327 -0.849 -0.196 -1.270
H 4.732 2.044 0.676 0.644 0.058 -0.722
H 3.604 0.897 1.352 0.260 0.668 0.352
H 4.784 1.837 2.423 -1.177 0.124 -0.966
H 2.318 2.903 2.327 1.265 -0.080 -0.533
H 2.987 5.119 1.721 0.425 -0.464 -0.189
H 4.401 4.587 0.809 0.131 -0.189 0.521
H 4.292 4.495 2.662 0.227 -0.447 -0.601
H 1.792 2.359 0.456 -0.686 -0.615 -0.958
C 1.075 3.967 -2.266 -0.359 1.875 0.046
C 0.074 4.685 -1.371 0.354 -0.427 1.204
C -1.051 3.786 -0.871 -1.796 0.352 0.602
O 0.808 5.244 -0.272 1.168 -1.099 0.697
H 1.780 4.750 -2.595 0.259 -0.664 0.324
H 0.590 3.651 -3.140 -0.807 -0.714 -1.445
H 1.501 3.110 -1.788 0.527 -0.134 0.268
H -0.378 5.556 -1.842 0.066 -0.009 -0.377
H -1.643 4.184 0.030 0.990 -0.045 -1.417
H -0.756 2.795 -0.552 0.516 -0.282 -0.051
H -1.789 3.658 -1.693 0.304 -0.054 0.389
H 1.440 4.518 0.087 -1.256 1.357 -0.812
C 2.905 -6.376 0.299 0.526 0.126 0.373
C 2.010 -5.205 0.639 0.269 0.797 -1.444
C 0.593 -5.476 0.180 -0.252 0.880 -0.449
O 2.107 -4.881 2.023 -0.183 0.060 -0.250
H 2.744 -6.744 -0.705 -0.067 0.066 -0.324
H 2.671 -7.194 0.980 0.206 -0.138 0.101
H 3.955 -6.067 0.388 -0.194 -0.351 0.144
H 2.389 -4.299 0.051 -0.458 -0.953 0.938
H -0.037 -4.599 0.217 -0.038 0.507 0.200
H 0.063 -6.209 0.732 -0.193 -1.008 0.902
H 0.549 -5.800 -0.853 0.338 -0.096 -0.286
H 1.558 -5.503 2.534 0.175 -0.012 0.140
C 0.276 -1.458 -6.213 0.323 -1.641 0.839
C 0.955 -0.288 -6.921 -1.652 -0.341 2.690
C 0.757 0.994 -6.054 -0.263 -0.585 -0.343
O 2.318 -0.589 -6.993 0.601 1.931 0.683
H -0.759 -1.370 -5.926 -0.575 0.560 -0.402
H 0.741 -1.747 -5.252 0.347 0.654 -0.259
H 0.361 -2.409 -6.765 -0.101 0.397 -0.323
H 0.422 -0.190 -7.833 0.135 0.385 -1.445
H -0.263 1.441 -6.033 0.624 -0.422 -0.719
H 1.498 1.720 -6.361 0.035 0.439 0.024
H 0.889 0.734 -5.013 0.527 -0.100 0.385
H 2.506 -1.283 -7.588 0.044 -1.186 -1.025
C -4.948 1.803 3.850 -0.086 -0.366 -0.100
C -4.620 0.874 2.702 -0.629 1.731 -1.011
C -3.270 1.163 2.055 -0.626 -1.954 -2.298
O -4.762 -0.434 3.169 0.023 0.023 0.792
H -4.260 1.414 4.558 0.621 0.564 1.562
H -5.957 1.557 4.173 -0.083 0.075 0.202
H -4.893 2.889 3.651 0.339 -0.680 -0.006
H -5.431 1.128 2.037 -0.225 -0.392 -1.220
H -3.136 0.569 1.072 -0.456 0.476 1.370
H -2.500 0.773 2.674 0.916 0.199 0.776
H -3.109 2.157 1.690 0.021 0.851 0.482
H -4.495 -1.048 2.487 0.129 -0.382 -0.656
C -1.265 7.320 3.441 -0.830 0.680 -3.509
C -0.585 6.467 2.335 0.270 0.234 -0.766
C -0.485 5.022 2.770 1.159 -0.808 0.815
O -1.263 6.579 1.059 0.140 -0.039 0.480
H -2.322 7.049 3.509 0.133 -0.301 0.205
H -1.291 8.386 3.097 0.364 -0.757 0.614
H -0.752 7.149 4.330 0.751 0.053 1.688
H 0.434 6.817 2.095 -0.122 0.177 0.704
H -1.480 4.614 2.915 -0.234 -0.196 0.074
H 0.077 4.959 3.753 -0.655 0.068 -0.897
H 0.071 4.357 2.061 -0.534 0.729 0.348
H -0.597 6.246 0.414 -0.438 0.144 0.591
C 0.382 1.420 4.102 -0.989 -0.297 -0.273
C 1.474 0.348 4.094 -1.152 -0.855 -0.379
C 1.399 -0.625 5.326 -0.094 0.371 -0.442
O 1.339 -0.364 2.820 0.549 0.114 1.475
H -0.628 0.961 4.308 0.932 0.579 -0.029
H 0.292 1.956 3.124 0.248 -0.622 0.584
H 0.640 2.195 4.833 -0.319 -0.253 0.060
H 2.373 0.938 4.167 1.005 -0.265 -0.362
H 1.563 -0.009 6.226 -0.407 -0.208 -0.158
H 2.207 -1.393 5.380 -0.611 0.561 -0.496
H 0.399 -1.132 5.357 0.854 0.466 0.064
H 1.854 -1.216 2.839 -0.195 0.750 -0.150
```
Forces are in eV/Å.